53
Properties=species:S:1:pos:R:3 method="wB97M-V/def2-TZVPD" de_lowest_kcal_mol=21.1 homo_lumo_gap_ha=0.361 total_energy_ha=-2520.13969 charge=0 lumo_ha=0.007
Ba -0.338 -0.725 -1.755
C 1.499 -0.402 -6.304
C 1.273 0.017 -4.856
O 2.020 1.204 -4.579
P 2.127 -1.223 -3.741
O 3.555 -1.408 -4.397
O 1.489 -2.657 -3.946
O 2.171 -0.823 -2.306
P -0.568 0.423 -4.653
O -1.148 -1.107 -4.364
O -1.182 0.904 -5.899
O -0.626 1.237 -3.378
H 2.562 -0.404 -6.542
H 0.979 0.293 -6.961
H 1.101 -1.404 -6.474
H 1.504 1.731 -3.951
H 4.066 -0.587 -4.383
H 0.995 -3.044 -3.202
H -1.907 -1.210 -4.956
O -0.498 0.049 0.669
S -1.618 0.177 1.684
C -0.778 0.183 3.276
C -0.477 -1.206 3.787
C -0.281 -2.292 2.941
C 0.024 -3.541 3.466
C 0.143 -3.715 4.836
C -0.049 -2.634 5.685
C -0.360 -1.389 5.162
C -2.119 1.927 1.598
C -1.058 2.913 1.976
C -0.011 3.193 1.102
C 0.997 4.069 1.477
C 0.964 4.677 2.724
C -0.083 4.414 3.594
C -1.089 3.534 3.221
H -1.421 0.724 3.974
H 0.131 0.770 3.124
H -0.356 -2.180 1.867
H 0.169 -4.377 2.795
H 0.382 -4.690 5.242
H 0.039 -2.761 6.756
H -0.515 -0.549 5.830
H -3.011 2.013 2.221
H -2.423 2.032 0.555
H 0.013 2.724 0.127
H 1.806 4.280 0.791
H 1.749 5.364 3.013
H -0.121 4.896 4.563
H -1.911 3.335 3.900
O -0.732 -3.361 -1.579
C -1.960 -3.189 -1.325
O -2.511 -2.115 -0.993
H -2.603 -4.086 -1.414